Record 1
Entry from the OMol25 dataset: a structure of composition C31H40AsAuN2O2PSSi (ωB97M-V/def2-TZVPD).

Properties
**Lowest unoccupied orbital energy**: -3.3 eV
**Charge**: +1
**Kohn-Sham gap**: 6.16 eV

Last column: Mulliken charge in e.
Atoms and positions in Å:
Au1 -0.65 0.25 0.22  0.304
O1 3.24 3.61 -1.32  -0.472
C1 2.95 2.48 -1.47  0.455
O2 1.81 1.86 -0.86  -0.217
C2 3.47 1.29 -2.25  -0.759
P1 1.95 0.47 -1.68  0.634
C3 2.32 -0.91 -0.63  1.687
C4 2.18 -2.17 -1.08  -1.053
C5 2.60 -3.33 -0.27  -0.464
C6 3.49 -3.04 0.96  -0.128
C7 3.55 -1.60 1.35  -1.491
C8 3.01 -0.61 0.64  -1.240
C9 0.81 0.09 -2.98  1.061
C10 0.94 0.75 -4.21  -0.754
C11 0.14 0.36 -5.27  -0.935
C12 -0.77 -0.68 -5.12  -0.737
C13 -0.91 -1.32 -3.90  -1.111
C14 -0.14 -0.93 -2.82  0.528
H1 4.32 0.84 -1.73  0.385
H2 3.72 1.45 -3.29  0.481
H3 1.74 -2.36 -2.05  0.731
H4 3.00 -4.12 -0.91  0.659
H5 4.51 -3.44 0.90  0.588
H6 4.06 -1.36 2.28  0.345
H7 3.03 0.41 0.99  0.445
H8 1.66 1.54 -4.34  0.339
H9 0.24 0.87 -6.22  0.435
H10 -1.37 -0.98 -5.96  0.420
H11 -1.65 -2.10 -3.77  0.419
H12 -0.30 -1.39 -1.85  0.270
S1 -3.17 -1.23 -0.66  -0.358
C15 -3.58 -2.11 0.74  0.819
N1 -2.76 -2.09 1.82  0.788
C16 -2.99 -2.76 2.96  0.093
C17 -4.12 -3.51 3.11  -0.858
C18 -5.02 -3.55 2.03  -0.118
C19 -4.77 -2.87 0.87  -0.899
H13 -1.91 -1.51 1.77  -0.790
H14 -2.23 -2.66 3.72  0.354
H15 -4.30 -4.06 4.02  0.448
H16 -5.93 -4.14 2.11  0.372
H17 -5.45 -2.89 0.04  0.454
C20 0.93 1.75 3.04  -0.851
Si1 -0.37 0.42 3.30  0.286
C21 -0.24 -0.16 5.09  -1.404
C22 -2.10 1.13 3.17  -0.716
N2 -0.25 -0.80 2.04  -0.605
C23 0.44 -1.99 2.01  0.787
C24 0.44 -2.80 0.93  -0.799
C25 1.47 -3.86 0.70  -0.547
C26 2.54 -3.92 1.83  -0.185
C27 2.11 -3.38 3.15  -1.438
C28 1.16 -2.45 3.21  -0.668
H18 0.81 2.56 3.76  0.463
H19 0.87 2.17 2.03  0.072
H20 1.93 1.33 3.17  0.261
H21 -0.63 0.64 5.72  0.404
H22 0.79 -0.34 5.41  0.382
H23 -0.83 -1.05 5.30  0.383
H24 -2.15 2.11 3.64  0.441
H25 -2.82 0.48 3.69  0.267
H26 -2.44 1.23 2.13  -0.081
H27 -0.22 -2.55 0.09  0.605
H28 1.04 -4.82 0.40  0.475
H29 2.96 -4.92 1.93  0.641
H30 2.58 -3.75 4.06  0.400
H31 0.85 -2.05 4.17  0.337
C29 -3.01 2.82 -0.13  -1.165
As1 -1.58 1.99 -1.15  1.046
C30 -0.58 3.56 -1.68  -1.223
C31 -2.53 1.57 -2.78  -1.091
H32 -3.52 3.54 -0.77  0.473
H33 -2.60 3.32 0.74  0.393
H34 -3.71 2.06 0.19  0.313
H35 -1.27 4.31 -2.07  0.522
H36 0.14 3.31 -2.47  0.251
H37 -0.04 3.96 -0.83  0.364
H38 -2.89 2.49 -3.22  0.506
H39 -3.38 0.92 -2.53  0.378
H40 -1.89 1.05 -3.49  0.192

***

Record 2
Entry from the OMol25 dataset: a cluster of 3 separate species, C6H7NO2 in total in a non-equilibrium geometry (ωB97M-V/def2-TZVPD).

Properties
**Lowest unoccupied orbital energy**: 0.6 eV
**Kohn-Sham gap**: 10.24 eV

Last column: Mulliken charge in e.
Atoms and positions in Å:
C1 -1.76 -0.69 0.63  -1.004
C2 -0.44 -0.03 0.25  0.957
C3 0.70 1.21 -0.95  -0.211
C4 1.70 0.34 -0.37  -0.620
C5 0.83 -0.52 0.56  -0.066
C6 -0.31 -0.02 -1.20  0.050
H1 -1.25 -1.81 1.09  0.244
H2 -2.46 -0.07 1.81  0.255
H3 -2.77 -1.02 -0.35  0.282
H4 0.93 1.90 -1.65  0.712
H5 2.60 0.16 -0.87  0.485
H6 0.90 1.00 1.33  0.399
H7 0.91 -1.69 0.63  0.357
N1 1.63 0.37 1.15  -0.680
O1 -0.28 1.42 0.15  -0.549
O2 -0.92 -0.55 -2.21  -0.610

***

Record 3
Entry from the OMol25 dataset: the molecule CH4N3OP3 in a non-equilibrium geometry (ωB97M-V/def2-TZVPD).

Properties
**SMILES string**: COP1NP=NP1#N
**Lowest unoccupied orbital energy**: -1.0 eV
**Kohn-Sham gap**: 7.58 eV

Last column: Mulliken charge in e.
Atoms and positions in Å:
C1 0.06 -0.38 -0.79  -0.502
N1 2.30 2.06 2.06  -0.260
N2 2.88 2.69 -0.59  -0.505
N3 -0.10 1.24 2.56  -0.296
O1 -0.21 -0.09 0.54  -0.266
P1 1.45 1.44 3.22  0.214
P2 1.79 2.28 0.40  0.406
P3 -0.51 1.48 0.94  0.211
H1 -0.68 -0.41 -1.55  0.279
H2 0.31 -1.41 -0.78  0.212
H3 0.87 0.45 -1.16  0.186
H4 -0.58 0.44 2.93  0.319

***

Record 4
Entry from the OMol25 dataset: a cluster of 10 separate species, C24H68N2O10 in total in a non-equilibrium geometry (ωB97M-V/def2-TZVPD).

Properties
**SMILES string**: NC(N)=O.CC(C)O.CC(C)O.CC(C)O.CC(C)O.CC(C)O.CC(C)O.CC(C)O.CO.CO
**Lowest unoccupied orbital energy**: 0.2 eV
**Kohn-Sham gap**: 8.89 eV

Last column: Mulliken charge in e.
Atoms and positions in Å:
C1 -0.87 2.38 3.41  -0.391
O1 0.13 3.16 4.06  -0.570
H1 -1.16 1.55 3.98  0.365
H2 -0.65 2.13 2.36  0.134
H3 -1.75 3.06 3.34  0.254
H4 0.80 2.56 4.38  0.342
C2 3.45 -2.84 0.60  -0.729
O2 2.87 -1.65 0.92  -0.174
H5 3.05 -3.29 -0.35  0.136
H6 3.27 -3.51 1.49  0.255
H7 4.51 -2.77 0.48  0.300
H8 3.09 -1.40 1.80  0.129
C3 -0.84 -0.16 0.25  0.703
O3 -2.10 -0.39 0.69  -0.867
N1 -0.41 1.02 -0.10  1.238
N2 0.02 -1.06 0.28  3.276
H9 -1.09 1.79 -0.03  -1.189
H10 0.59 1.24 -0.17  -1.268
H11 -0.25 -1.99 0.52  -0.860
H12 1.02 -0.84 0.12  -1.301
C4 -0.54 -2.10 -3.96  -2.074
C5 -0.09 -1.64 -2.64  1.837
C6 1.37 -2.03 -2.39  -1.575
O4 -0.15 -0.40 -2.61  0.040
H13 0.11 -2.90 -4.28  0.546
H14 -0.53 -1.33 -4.73  0.370
H15 -1.54 -2.50 -4.00  0.610
H16 -0.73 -2.09 -1.91  -0.486
H17 1.76 -1.58 -1.51  0.058
H18 2.10 -1.55 -3.06  0.199
H19 1.52 -3.09 -2.35  0.672
H20 -0.08 -0.07 -1.70  0.033
C7 -2.19 3.46 -2.04  -0.323
C8 -2.52 3.76 -0.60  -0.037
C9 -3.36 2.75 -0.06  -1.394
O5 -1.44 3.82 0.02  -0.390
H21 -1.39 2.65 -1.99  -0.364
H22 -1.65 4.33 -2.44  0.441
H23 -3.11 3.32 -2.65  0.277
H24 -2.85 4.78 -0.53  0.515
H25 -2.92 1.77 -0.13  0.447
H26 -4.41 2.65 -0.30  0.466
H27 -3.40 2.99 0.99  0.275
H28 -0.95 4.54 -0.36  0.321
C10 0.73 -2.65 5.35  -1.318
C11 1.38 -2.01 4.06  0.532
C12 0.41 -0.85 3.58  -1.329
O6 2.59 -1.65 4.10  -0.407
H29 1.51 -3.20 5.87  0.397
H30 -0.20 -3.22 5.14  0.292
H31 0.21 -1.88 6.08  0.255
H32 1.30 -2.87 3.39  0.071
H33 -0.50 -1.33 3.37  0.478
H34 0.69 -0.29 2.71  -0.240
H35 0.43 -0.08 4.28  0.788
H36 3.07 -2.32 4.51  0.422
C13 2.68 1.26 -3.29  -0.701
C14 2.69 2.69 -2.85  -0.352
C15 1.30 3.16 -2.36  -0.284
O7 3.53 3.09 -2.02  -0.570
H37 3.61 1.05 -3.75  0.450
H38 1.83 0.94 -3.94  0.302
H39 2.57 0.78 -2.32  -0.173
H40 2.88 3.15 -3.81  0.372
H41 1.21 4.28 -2.37  0.411
H42 0.95 2.84 -1.43  -0.175
H43 0.60 2.85 -3.11  0.530
H44 3.39 3.98 -1.82  0.475
C16 3.64 1.75 2.12  -1.563
C17 2.36 1.90 1.35  1.764
C18 1.89 3.34 1.20  -0.475
O8 2.34 1.34 0.23  -0.310
H45 3.50 2.19 3.09  0.436
H46 4.48 2.20 1.57  0.382
H47 3.77 0.74 2.35  0.272
H48 1.58 1.51 2.01  -0.991
H49 2.15 3.95 2.11  0.459
H50 0.80 3.43 1.13  -0.151
H51 2.25 3.83 0.25  -0.078
H52 3.02 1.73 -0.38  0.175
C19 -4.59 1.01 -2.90  -1.573
C20 -3.36 0.10 -2.73  2.163
C21 -3.59 -1.09 -1.75  -0.760
O9 -3.03 -0.47 -3.79  -0.716
H53 -4.50 1.86 -3.64  0.338
H54 -4.97 1.38 -1.92  0.121
H55 -5.36 0.29 -3.31  0.444
H56 -2.49 0.66 -2.38  -0.773
H57 -4.51 -1.65 -2.19  0.418
H58 -3.92 -0.78 -0.69  0.072
H59 -2.92 -1.94 -1.74  0.074
H60 -2.36 -1.04 -3.56  0.033
C22 -1.11 -5.03 2.07  -1.547
C23 -0.57 -4.39 0.77  0.431
C24 -1.67 -3.73 -0.03  -1.223
O10 0.42 -3.70 0.93  -0.489
H61 -0.41 -5.75 2.37  0.456
H62 -2.17 -5.44 2.09  0.330
H63 -1.13 -4.25 2.82  0.259
H64 -0.26 -5.23 0.08  0.273
H65 -1.40 -3.71 -1.12  0.107
H66 -1.89 -2.74 0.34  0.303
H67 -2.60 -4.27 0.03  0.542
H68 1.10 -4.29 1.09  0.326

***

Record 5
Entry from the OMol25 dataset: a cluster of 2 separate species, C3H10N3O in total in a non-equilibrium geometry (ωB97M-V/def2-TZVPD).

Properties
**Lowest unoccupied orbital energy (spin up / spin down)**: -5.5 / -4.5 eV
**Charge**: +1
**Kohn-Sham gap (spin up / spin down)**: 8.61 / 9.82 eV

Last column: Mulliken charge in e.
Atoms and positions in Å:
C1 0.34 0.36 0.07  0.548
C2 -1.07 -1.54 0.10  -0.970
C3 -2.02 0.69 -0.11  -1.052
N1 0.76 1.57 0.00  -0.256
N2 2.33 -0.99 -0.37  -0.217
N3 -0.79 -0.15 -0.03  0.007
O1 3.17 0.03 0.09  -0.377
H1 -1.78 -1.88 -0.62  0.381
H2 -1.49 -1.86 1.06  0.368
H3 -0.08 -2.00 0.09  0.349
H4 -2.79 0.07 0.26  0.391
H5 -2.23 1.02 -1.10  0.331
H6 -1.92 1.66 0.52  0.387
H7 1.70 1.74 0.08  0.231
H8 0.08 2.33 0.20  0.201
H9 2.49 -0.81 -1.34  0.274
H10 3.29 -0.24 1.11  0.405

***

Record 6
Entry from the OMol25 dataset: the molecule C3H8N2O in a non-equilibrium geometry (ωB97M-V/def2-TZVPD).

Properties
**SMILES string**: NCCNC=O
**Lowest unoccupied orbital energy**: 0.9 eV
**Kohn-Sham gap**: 10.35 eV

Last column: Mulliken charge in e.
Atoms and positions in Å:
C1 1.22 -0.44 -1.20  0.105
N1 1.08 -0.13 0.11  -0.210
C2 -0.09 -0.53 0.91  -0.562
C3 -1.09 0.64 1.13  -0.438
N2 -2.46 0.39 0.80  -0.628
O1 1.96 0.11 -1.98  -0.549
H1 0.59 -1.28 -1.54  0.262
H2 1.52 0.74 0.38  0.255
H3 0.27 -1.05 1.79  0.317
H4 -0.59 -1.29 0.29  0.325
H5 -1.01 0.98 2.15  0.322
H6 -0.72 1.48 0.54  0.329
H7 -2.89 -0.33 1.39  0.233
H8 -2.64 0.07 -0.14  0.240

***

Record 7
Entry from the OMol25 dataset: a cluster of 10 separate species, C33H79F6N9O7P in total in a non-equilibrium geometry (ωB97M-V/def2-TZVPD).

Properties
**Lowest unoccupied orbital energy**: 2.1 eV
**Charge**: -1
**Kohn-Sham gap**: 8.81 eV

Last column: Mulliken charge in e.
Atoms and positions in Å:
P1 0.11 0.72 -0.53  1.955
F1 0.74 0.39 -2.01  -0.367
F2 -0.47 2.11 -1.20  -0.384
F3 -1.15 -0.16 -1.00  -0.290
F4 -0.53 1.16 0.90  -0.301
F5 0.72 -0.63 0.16  -0.422
F6 1.51 1.47 -0.15  -0.266
C1 -0.63 -5.89 4.04  -1.537
C2 -0.31 -5.68 2.56  -0.679
N1 0.21 -4.35 2.27  1.223
C3 1.34 -4.04 3.12  -1.232
C4 1.79 -2.56 3.00  -0.108
C5 0.50 -4.15 0.84  0.377
C6 -0.71 -4.15 -0.03  -0.909
H1 -1.34 -6.71 4.21  0.411
H2 -1.10 -4.98 4.43  0.309
H3 0.19 -6.18 4.70  0.348
H4 0.22 -6.56 2.19  0.407
H5 -1.26 -5.86 2.05  0.396
H6 1.10 -4.17 4.17  0.586
H7 2.20 -4.68 2.94  0.282
H8 1.00 -1.86 2.74  -0.222
H9 2.13 -2.11 3.93  0.281
H10 2.60 -2.52 2.27  0.031
H11 1.12 -5.00 0.50  0.131
H12 1.01 -3.21 0.65  -0.520
H13 -0.45 -3.92 -1.06  0.049
H14 -1.52 -3.48 0.24  -0.133
H15 -1.07 -5.16 -0.23  0.532
C7 -5.15 5.37 2.83  -1.330
C8 -4.83 4.12 1.99  -0.660
N2 -4.21 3.03 2.77  0.361
C9 -5.09 1.84 2.86  -0.143
C10 -6.36 2.10 3.70  -1.474
C11 -2.87 2.68 2.31  -0.496
C12 -1.86 3.87 2.42  -1.039
H16 -6.11 5.29 3.36  0.351
H17 -5.08 6.22 2.15  0.390
H18 -4.41 5.53 3.62  0.264
H19 -5.70 3.76 1.44  0.488
H20 -4.10 4.40 1.23  0.429
H21 -5.46 1.44 1.91  0.323
H22 -4.49 1.08 3.37  0.174
H23 -6.11 2.67 4.60  0.353
H24 -7.18 2.60 3.18  0.288
H25 -6.70 1.16 4.15  0.456
H26 -2.88 2.19 1.33  0.407
H27 -2.47 1.95 3.01  -0.014
H28 -2.13 4.65 1.71  0.336
H29 -0.86 3.51 2.17  0.120
H30 -1.90 4.25 3.44  0.339
C13 -3.48 -1.42 1.14  0.153
O1 -4.51 -1.90 0.69  -0.742
N3 -2.99 -1.77 2.35  0.521
C14 -1.88 -1.11 3.02  -0.615
C15 -3.64 -2.79 3.18  -1.052
H31 -2.80 -0.68 0.71  0.390
H32 -1.10 -1.86 3.17  0.184
H33 -2.14 -0.73 4.01  0.361
H34 -1.55 -0.28 2.39  -0.181
H35 -3.68 -2.55 4.24  0.307
H36 -4.65 -2.96 2.81  0.367
H37 -3.07 -3.70 2.99  0.171
C16 3.23 2.48 -6.02  0.160
O2 3.40 2.96 -7.13  -0.641
N4 2.54 1.32 -5.80  0.149
C17 2.21 0.94 -4.45  -0.198
C18 2.09 0.46 -6.90  -0.932
H38 3.56 2.99 -5.10  0.362
H39 1.27 0.39 -4.53  -0.291
H40 1.99 1.80 -3.83  0.204
H41 2.88 0.23 -3.96  0.161
H42 2.56 0.71 -7.85  0.348
H43 2.33 -0.58 -6.67  0.327
H44 1.01 0.46 -7.06  0.274
C19 2.06 4.18 -1.81  -0.255
O3 2.74 4.37 -2.81  -0.681
N5 1.80 5.16 -0.90  0.176
C20 0.83 4.92 0.15  -0.503
C21 2.24 6.55 -1.05  -1.072
H45 1.61 3.21 -1.53  0.574
H46 1.04 5.51 1.04  0.359
H47 0.69 3.86 0.38  -0.286
H48 -0.21 5.14 -0.13  0.394
H49 1.42 7.22 -1.30  0.354
H50 2.54 6.83 -0.03  0.351
H51 3.14 6.79 -1.61  0.307
C22 0.61 -4.79 -3.60  0.092
O4 -0.40 -4.67 -4.29  -0.588
N6 1.42 -3.79 -3.15  0.287
C23 2.57 -4.10 -2.29  -0.722
C24 1.10 -2.38 -3.30  -1.127
H52 1.02 -5.77 -3.29  0.289
H53 2.69 -5.16 -2.08  0.407
H54 2.45 -3.59 -1.33  0.051
H55 3.43 -3.66 -2.79  0.321
H56 0.77 -1.97 -2.34  0.370
H57 2.01 -1.91 -3.69  0.213
H58 0.40 -2.23 -4.12  0.263
C25 5.59 -1.84 0.21  0.215
O5 6.73 -2.23 0.45  -0.664
N7 5.12 -1.34 -0.97  0.207
C26 5.99 -1.13 -2.14  -1.024
C27 3.80 -0.76 -1.13  0.595
H59 4.82 -1.98 0.98  0.286
H60 6.85 -1.79 -2.10  0.329
H61 6.33 -0.10 -2.24  0.323
H62 5.37 -1.42 -2.99  0.323
H63 3.18 -0.98 -0.25  -0.542
H64 3.88 0.32 -1.21  0.617
H65 3.29 -1.14 -2.01  -0.717
C28 -2.75 0.84 -6.34  0.046
O6 -1.86 0.13 -6.79  -0.568
N8 -2.87 1.18 -5.04  0.250
C29 -4.11 1.80 -4.56  -1.079
C30 -1.95 0.79 -3.98  -0.575
H66 -3.50 1.33 -6.99  0.312
H67 -4.54 1.22 -3.74  0.325
H68 -3.99 2.86 -4.32  0.297
H69 -4.90 1.78 -5.31  0.417
H70 -2.35 0.28 -3.10  0.216
H71 -1.15 0.19 -4.41  -0.051
H72 -1.54 1.72 -3.58  0.297
C31 3.02 0.51 2.77  0.122
O7 4.19 0.30 2.46  -0.685
N9 2.68 0.60 4.07  0.160
C32 1.26 0.85 4.41  -0.865
C33 3.56 0.30 5.13  -1.012
H73 2.20 0.65 2.06  0.361
H74 1.24 1.20 5.44  0.395
H75 0.61 -0.03 4.36  0.245
H76 0.76 1.58 3.77  0.232
H77 3.48 -0.74 5.45  0.330
H78 4.59 0.54 4.85  0.313
H79 3.40 0.85 6.06  0.339

***

Record 8
Entry from the OMol25 dataset: the molecule C4H7NO2 in a non-equilibrium geometry (ωB97M-V/def2-TZVPD).

Properties
**Lowest unoccupied orbital energy (spin up / spin down)**: 1.0 / -0.3 eV
**Kohn-Sham gap (spin up / spin down)**: 9.90 / 7.62 eV

Last column: Mulliken charge in e.
Atoms and positions in Å:
C1 0.79 1.37 1.22  -0.213
C2 0.35 1.46 2.41  -0.367
C3 -0.10 1.49 -0.08  -0.403
C4 0.06 -2.23 -1.12  -0.517
N1 -1.34 -0.37 -0.62  -0.201
O1 -0.16 0.27 -0.72  -0.096
O2 -1.21 -1.70 -0.79  -0.154
H1 1.83 1.22 0.96  0.287
H2 -0.61 1.56 2.88  0.305
H3 -1.10 1.84 0.20  0.394
H4 0.39 2.20 -0.74  0.222
H5 0.78 -2.02 -0.33  0.236
H6 0.43 -1.81 -2.06  0.233
H7 -0.10 -3.30 -1.21  0.274

***

| no. | DFT total energy (a.u.) |
| --- | --- |
| 1 | -4865.56289 |
| 2 | -437.74044 |
| 3 | -1303.99556 |
| 4 | -1816.73464 |
| 5 | -359.38516 |
| 6 | -303.85273 |
| 7 | -3265.09771 |
| 8 | -361.58002 |